# C44H37AlF17NO8PS

A structure of composition C44H37AlF17NO8PS (wB97M-V/def2-TZVPD, OMol25).

ORCA input file:
```
! RIJCOSX wB97M-V def2-TZVPD def2/J DEFGRID3
* xyz -1 1
C 3.54 -2.68 0.74
C 2.43 -3.19 -0.17
C 1.64 -4.36 0.44
C 1.42 -2.10 -0.65
C 1.34 -0.83 0.23
Al -0.50 0.07 0.24
C -0.21 1.91 1.01
C -1.45 2.55 1.72
C -1.99 3.83 1.07
F -1.04 4.50 0.39
F -2.34 4.68 2.07
C -3.14 3.63 0.07
F -3.39 4.80 -0.53
F -2.66 2.84 -0.88
C -4.43 2.95 0.65
F -4.37 1.68 0.30
F -4.43 2.95 1.98
C -5.76 3.61 0.23
F -5.72 4.84 0.76
F -5.84 3.80 -1.07
C -7.09 2.96 0.74
F -8.06 3.30 -0.11
F -7.42 3.54 1.89
C -7.20 1.43 0.95
F -8.44 1.24 1.44
F -6.42 0.97 1.90
C -7.12 0.55 -0.34
F -6.46 1.12 -1.33
F -8.37 0.38 -0.77
C -6.61 -0.90 -0.07
F -6.90 -1.59 -1.18
F -5.34 -0.96 0.08
F -7.27 -1.46 0.90
P -1.31 0.03 -1.97
N -0.82 -1.21 -2.81
O -2.98 0.02 -1.95
O -0.78 1.41 -2.74
S -1.87 -1.29 1.51
C -0.92 -2.12 2.82
O -2.27 -2.39 0.61
O -3.08 -0.65 2.04
H 3.18 -2.45 1.75
H 4.27 -3.50 0.88
H 4.10 -1.83 0.34
H 2.93 -3.59 -1.06
H 1.30 -4.99 -0.39
H 0.74 -4.04 0.96
H 2.23 -5.01 1.09
H 1.70 -1.77 -1.65
H 0.43 -2.55 -0.75
H 1.55 -1.01 1.29
H 2.03 -0.05 -0.12
H 0.56 1.80 1.77
H 0.23 2.52 0.22
H -2.26 1.82 1.72
H -1.20 2.81 2.74
H -1.62 -1.75 -3.13
H -3.25 -0.91 -1.88
H -1.57 1.81 -3.15
H 0.01 -2.43 2.36
H -1.46 -3.02 3.10
H -0.73 -1.44 3.66
C 0.95 6.75 2.08
C 1.48 7.95 2.54
C 2.29 7.97 3.66
C 2.57 6.79 4.34
C 2.02 5.58 3.89
C 1.22 5.57 2.76
C 2.27 4.32 4.62
O 1.79 3.27 4.24
C 3.10 4.36 5.86
C 3.30 3.19 6.59
C 4.09 3.22 7.73
C 4.69 4.40 8.14
C 4.49 5.57 7.41
C 3.69 5.55 6.28
C 3.46 6.82 5.53
O 3.98 7.86 5.89
H 0.32 6.73 1.20
H 1.25 8.88 2.03
H 2.71 8.90 4.02
H 0.80 4.64 2.40
H 2.84 2.27 6.27
H 4.24 2.31 8.30
H 5.31 4.42 9.02
H 4.95 6.49 7.73
C 1.81 -2.37 -5.53
C 2.25 -2.39 -6.85
C 2.63 -3.59 -7.44
C 2.58 -4.77 -6.70
C 2.16 -4.74 -5.37
C 1.77 -3.54 -4.79
C 2.15 -5.98 -4.55
O 1.79 -5.96 -3.39
C 2.61 -7.25 -5.18
C 2.66 -8.41 -4.42
C 3.08 -9.60 -4.99
C 3.43 -9.64 -6.34
C 3.39 -8.48 -7.10
C 2.99 -7.28 -6.52
C 2.97 -6.04 -7.35
O 3.29 -6.08 -8.52
H 1.50 -1.43 -5.08
H 2.29 -1.47 -7.43
H 2.96 -3.61 -8.47
H 1.43 -3.51 -3.76
H 2.39 -8.38 -3.37
H 3.12 -10.50 -4.39
H 3.75 -10.57 -6.79
H 3.66 -8.51 -8.15
*
```

Computed properties:
Energy relative to the best compared isomer or geometry (same formula, charge and spin) (kcal per mole): 0.0
Strongest force on any atom (hartree/bohr): 0.0427
HOMO energy (eV): -5.3
LUMO (eV): 0.492

# C44H37FN7O4PtSSb

A structure of composition C44H37FN7O4PtSSb (wB97M-V/def2-TZVPD, OMol25).

ORCA input file:
```
! RIJCOSX wB97M-V def2-TZVPD def2/J DEFGRID3
* xyz 0 1
Pt -1.64 -1.03 0.58
C -1.85 -3.69 7.06
C -1.55 -3.42 5.61
C -1.39 -4.46 4.69
C -1.19 -4.21 3.35
C -1.09 -2.90 2.84
N -0.93 -2.69 1.48
C 0.11 -3.33 0.84
C 1.28 -3.72 1.51
C 2.35 -4.29 0.84
C 2.33 -4.49 -0.53
C 3.52 -5.04 -1.27
C 1.19 -4.10 -1.21
C 0.10 -3.56 -0.54
N -1.04 -3.22 -1.32
C -1.52 -3.88 -2.40
C -2.56 -3.14 -2.92
C -2.66 -2.02 -2.08
N -1.74 -2.09 -1.13
C -1.21 -1.87 3.78
C -1.47 -2.13 5.12
N -1.03 -0.51 3.40
C -0.45 0.45 4.14
C -0.68 1.66 3.53
C -1.41 1.34 2.38
N -1.64 0.03 2.32
H -1.49 -4.67 7.35
H -2.93 -3.66 7.25
H -1.38 -2.95 7.71
H -1.45 -5.48 5.04
H -1.09 -5.03 2.66
H 1.36 -3.54 2.57
H 3.24 -4.56 1.41
H 4.18 -5.59 -0.60
H 4.12 -4.23 -1.71
H 3.22 -5.70 -2.08
H 1.13 -4.22 -2.29
H -1.10 -4.82 -2.70
H -3.17 -3.37 -3.77
H -3.34 -1.19 -2.09
H -1.61 -1.29 5.80
H 0.07 0.20 5.05
H -0.34 2.63 3.85
H -1.77 1.98 1.60
S 1.43 -0.13 0.96
Sb 1.91 1.44 -0.58
C 3.96 1.98 -0.41
C 4.90 0.95 -0.48
C 6.25 1.24 -0.32
C 6.66 2.54 -0.09
C 5.73 3.56 -0.02
C 4.37 3.28 -0.18
C 1.85 0.68 -2.54
C 1.88 -0.70 -2.66
C 1.92 -1.28 -3.92
C 1.91 -0.48 -5.06
C 1.88 0.90 -4.94
C 1.85 1.48 -3.68
C 0.97 3.31 -0.30
C 0.38 4.04 -1.32
C -0.24 5.25 -1.04
C -0.27 5.73 0.27
C 0.31 4.99 1.29
C 0.93 3.79 1.01
H 4.58 -0.07 -0.64
H 6.98 0.44 -0.38
H 7.71 2.77 0.04
H 6.04 4.58 0.16
H 3.65 4.09 -0.13
H 1.86 -1.32 -1.77
H 1.94 -2.36 -4.02
H 1.94 -0.94 -6.04
H 1.88 1.52 -5.82
H 1.84 2.56 -3.60
H 0.36 3.66 -2.33
H -0.70 5.82 -1.83
H -0.76 6.67 0.49
H 0.28 5.36 2.31
H 1.38 3.20 1.81
F -6.79 1.84 -0.08
C -5.93 2.30 -1.00
C -4.62 2.32 -0.76
N -3.72 2.79 -1.69
C -2.28 2.78 -1.41
C -1.68 1.40 -1.13
O -0.56 1.16 -1.56
O -2.42 0.62 -0.41
C -4.13 3.29 -2.91
O -3.38 3.74 -3.75
N -5.50 3.22 -3.12
C -6.49 2.76 -2.26
O -7.66 2.77 -2.57
H -4.21 1.97 0.17
H -2.07 3.43 -0.55
H -1.78 3.20 -2.27
H -5.81 3.58 -4.01
*
```

Computed properties:
Energy relative to the best compared isomer or geometry (same formula, charge and spin) (kcal per mole): 14.5
Strongest force on any atom (hartree/bohr): 0.0122
HOMO energy (eV): -7.0
LUMO (eV): 0.451

# C44H37N3O3PZr

A structure of composition C44H37N3O3PZr (wB97M-V/def2-TZVPD, OMol25).

ORCA input file:
```
! RIJCOSX wB97M-V def2-TZVPD def2/J DEFGRID3
* xyz 1 1
Zr 0.86 0.62 0.11
O -0.07 0.92 2.10
C -0.88 2.16 2.14
C -0.38 2.96 0.90
O -0.14 4.13 0.91
O -0.30 2.17 -0.19
C -2.34 1.83 1.86
C -2.72 0.66 1.22
C -4.06 0.40 0.94
C -5.03 1.33 1.29
C -4.65 2.51 1.91
C -3.32 2.76 2.20
C -0.67 2.78 3.51
C -1.31 2.14 4.57
C -1.10 2.56 5.88
C -0.25 3.63 6.13
C 0.39 4.27 5.08
C 0.19 3.84 3.77
H -0.48 0.26 2.68
H -1.99 -0.09 0.94
H -4.34 -0.53 0.45
H -6.07 1.14 1.07
H -5.40 3.25 2.19
H -3.03 3.69 2.69
H -2.00 1.32 4.39
H -1.61 2.06 6.69
H -0.10 3.97 7.15
H 1.05 5.10 5.27
H 0.69 4.35 2.96
C 2.23 0.57 -2.97
N 2.32 0.57 -1.50
C 3.52 0.56 -0.99
C 3.73 0.70 0.40
C 4.88 0.63 1.17
C 4.49 0.84 2.49
C 3.11 1.02 2.48
N 2.63 0.95 1.22
C 2.61 1.89 -3.60
C 2.04 3.08 -3.15
C 2.40 4.29 -3.72
C 3.33 4.32 -4.76
C 3.89 3.14 -5.21
C 3.54 1.93 -4.63
H 1.21 0.31 -3.24
H 2.87 -0.22 -3.36
H 4.39 0.44 -1.64
H 5.88 0.45 0.80
H 5.13 0.85 3.37
H 2.46 1.22 3.32
H 1.32 3.07 -2.34
H 1.96 5.21 -3.36
H 3.61 5.27 -5.20
H 4.62 3.16 -6.02
H 3.98 1.01 -4.99
N 0.59 -1.33 0.28
P -0.27 -2.40 -0.48
C -1.70 -2.92 0.52
C -1.58 -2.79 1.90
C -2.63 -3.13 2.74
C -3.82 -3.60 2.19
C -3.95 -3.73 0.81
C -2.89 -3.39 -0.02
C -0.96 -1.84 -2.05
C -1.13 -0.48 -2.30
C -1.74 -0.02 -3.45
C -2.18 -0.94 -4.39
C -2.00 -2.30 -4.18
C -1.39 -2.75 -3.01
C 0.64 -3.89 -0.90
C 1.77 -3.74 -1.71
C 2.55 -4.84 -2.03
C 2.21 -6.09 -1.52
C 1.09 -6.24 -0.71
C 0.31 -5.14 -0.40
H -0.64 -2.43 2.32
H -2.53 -3.04 3.81
H -4.65 -3.85 2.83
H -4.87 -4.10 0.39
H -3.01 -3.50 -1.09
H -0.77 0.25 -1.59
H -1.85 1.05 -3.62
H -2.66 -0.59 -5.30
H -2.33 -3.01 -4.92
H -1.23 -3.81 -2.86
H 2.03 -2.75 -2.09
H 3.42 -4.72 -2.66
H 2.82 -6.95 -1.77
H 0.84 -7.22 -0.33
H -0.56 -5.26 0.24
*
```

Computed properties:
Energy relative to the best compared isomer or geometry (same formula, charge and spin) (kcal per mole): 22.9
Strongest force on any atom (hartree/bohr): 0.0586
HOMO energy (eV): -10.9
LUMO (eV): -2.784

The lowest energy relative to the best compared isomer or geometry (same formula, charge and spin) belongs to which entry?
C44H37AlF17NO8PS